(1)
{"formula": "C2H8N6", "method": "the ωB97M-V functional and the def2-TZVPD basis", "gap_ha": 0.3721, "e_lumo_ev": 1.04, "total_charge": 0, "total_energy_ha": -409.32301, "de_lowest_kcal_mol": 134.1, "symbols": ["C", "C", "N", "N", "N", "N", "N", "N", "H", "H", "H", "H", "H", "H", "H", "H"], "positions_angstrom": [[-2.14, -0.60, 0.07], [-0.96, 0.31, 0.34], [2.67, -0.24, 0.43], [2.01, -1.22, 0.02], [2.03, 0.97, 0.58], [0.71, -1.05, -0.37], [1.03, 1.17, -0.78], [0.07, 0.18, -0.77], [-1.94, -1.70, 0.13], [-2.61, -0.58, -0.87], [-3.04, -0.38, 0.75], [-0.42, -0.02, 1.28], [-1.12, 1.34, 0.17], [2.66, 1.68, 0.48], [0.49, -1.84, -0.92], [0.58, 1.98, -0.52]]}


(2)
{"formula": "C7H14N2O", "method": "the ωB97M-V functional and the def2-TZVPD basis", "gap_ha": 0.3438, "e_lumo_ev": 0.76, "total_charge": 0, "total_energy_ha": -459.86466, "de_lowest_kcal_mol": 8.9, "symbols": ["C", "C", "C", "C", "C", "N", "C", "C", "N", "O", "H", "H", "H", "H", "H", "H", "H", "H", "H", "H", "H", "H", "H", "H"], "positions_angstrom": [[0.23, 0.07, 1.04], [2.36, 0.97, -0.07], [-1.25, -1.85, 0.78], [-3.24, -0.23, -0.43], [3.42, 0.66, -1.11], [-1.10, -0.42, 0.74], [1.16, 0.06, -0.19], [-1.95, 0.38, 0.01], [-1.78, 1.60, -0.28], [0.93, -0.63, -1.15], [-0.90, 2.03, 0.00], [0.18, 1.08, 1.45], [0.68, -0.57, 1.80], [2.76, 0.90, 0.95], [1.99, 2.00, -0.20], [-2.29, -2.12, 0.95], [-0.91, -2.32, -0.15], [-0.66, -2.25, 1.60], [-3.82, -0.59, 0.42], [-3.06, -1.06, -1.11], [-3.81, 0.53, -0.95], [4.24, 1.37, -1.04], [3.82, -0.34, -0.95], [2.99, 0.70, -2.10]]}


(3)
{"formula": "C32H65FInN4O2", "method": "the ωB97M-V functional and the def2-TZVPD basis", "gap_ha": 0.2554, "e_lumo_ev": 2.20, "total_charge": -1, "total_energy_ha": -1917.19040, "de_lowest_kcal_mol": 350.1, "symbols": ["C", "C", "C", "C", "C", "C", "C", "O", "In", "C", "C", "N", "C", "C", "F", "C", "C", "C", "O", "N", "C", "C", "C", "C", "C", "C", "H", "H", "H", "H", "H", "H", "H", "H", "H", "H", "H", "H", "H", "H", "H", "H", "H", "H", "H", "H", "H", "H", "H", "H", "H", "H", "H", "H", "H", "H", "H", "H", "H", "H", "H", "C", "C", "N", "C", "C", "C", "C", "H", "H", "H", "H", "H", "H", "H", "H", "H", "H", "H", "H", "H", "H", "H", "C", "C", "N", "C", "C", "C", "C", "H", "H", "H", "H", "H", "H", "H", "H", "H", "H", "H", "H", "H", "H", "H"], "positions_angstrom": [[0.94, 2.37, 5.33], [1.77, 1.13, 4.56], [1.96, -0.16, 5.55], [1.18, 0.80, 3.07], [-0.10, -0.23, 3.04], [0.39, -1.53, 2.10], [-1.42, 0.38, 2.22], [-2.17, 1.18, 3.21], [-3.60, 2.43, 2.33], [-4.77, 3.38, 4.08], [-6.07, 4.24, 3.59], [-6.37, 5.25, 4.72], [-2.52, 4.11, 1.22], [-0.89, 4.01, 1.48], [-0.18, 3.33, 0.36], [-4.98, 1.41, 0.84], [-4.50, -0.07, 0.34], [-5.24, -1.28, 1.24], [-6.60, -1.25, 1.20], [-4.50, -2.36, 2.00], [-4.84, -2.36, 3.48], [-3.63, -2.09, 4.61], [-4.01, -2.05, 6.24], [-5.54, -2.29, 6.80], [-6.74, -2.56, 5.70], [-6.35, -2.60, 4.11], [1.63, 2.65, 6.27], [1.02, 3.30, 4.61], [-0.15, 2.08, 5.63], [2.86, 1.58, 4.39], [2.99, -0.72, 5.38], [1.90, 0.26, 6.66], [1.12, -0.98, 5.47], [2.03, 0.37, 2.36], [0.84, 1.83, 2.59], [-0.51, -0.56, 4.08], [0.79, -1.07, 1.08], [-0.58, -2.14, 1.80], [1.19, -2.20, 2.64], [-1.12, 0.96, 1.25], [-2.10, -0.58, 1.99], [-5.04, 2.49, 4.82], [-4.01, 4.09, 4.66], [-5.85, 4.80, 2.58], [-6.99, 3.52, 3.56], [-6.91, 4.77, 5.50], [-6.93, 6.04, 4.34], [-2.89, 5.16, 1.61], [-2.74, 4.05, 0.07], [-0.40, 5.09, 1.56], [-0.66, 3.49, 2.52], [-4.99, 2.10, -0.13], [-6.09, 1.38, 1.22], [-4.94, -0.21, -0.76], [-3.34, -0.22, 0.24], [-4.82, -3.30, 1.64], [-2.50, -1.91, 4.31], [-3.15, -1.83, 7.03], [-5.84, -2.23, 7.94], [-7.86, -2.72, 6.02], [-7.21, -2.82, 3.32], [2.70, 2.62, -5.65], [2.05, 1.65, -4.67], [2.96, 1.14, -3.64], [2.40, 0.01, -2.88], [1.18, 0.28, -2.02], [3.66, 2.14, -2.84], [2.82, 3.14, -2.05], [3.57, 2.17, -6.13], [1.99, 2.89, -6.44], [3.01, 3.55, -5.16], [1.67, 0.81, -5.26], [1.17, 2.14, -4.22], [3.19, -0.42, -2.25], [2.15, -0.78, -3.60], [1.43, 0.82, -1.11], [0.73, -0.67, -1.71], [0.40, 0.84, -2.55], [4.33, 2.71, -3.50], [4.35, 1.64, -2.14], [1.99, 3.54, -2.64], [3.44, 3.99, -1.75], [2.42, 2.70, -1.14], [4.26, -6.37, -5.62], [3.86, -4.92, -5.87], [4.60, -3.95, -5.06], [4.03, -2.61, -5.10], [4.03, -1.87, -6.44], [6.06, -4.01, -5.16], [6.69, -3.83, -6.54], [4.17, -6.63, -4.56], [3.60, -7.04, -6.19], [5.28, -6.58, -5.94], [2.79, -4.84, -5.62], [3.95, -4.71, -6.94], [4.53, -1.97, -4.35], [2.99, -2.67, -4.75], [5.02, -1.50, -6.69], [3.37, -1.00, -6.38], [3.67, -2.50, -7.25], [6.40, -4.98, -4.76], [6.51, -3.27, -4.47], [6.16, -4.39, -7.31], [7.72, -4.18, -6.52], [6.71, -2.77, -6.83]]}


(4)
{"formula": "C29H46BeN2O6S2", "method": "the ωB97M-V functional and the def2-TZVPD basis", "gap_ha": 0.0765, "e_lumo_ev": -11.32, "total_charge": 2, "total_energy_ha": -2503.76625, "symbols": ["C", "C", "C", "C", "N", "C", "C", "C", "C", "C", "C", "O", "C", "C", "C", "C", "C", "C", "C", "C", "C", "C", "O", "C", "O", "C", "C", "C", "O", "N", "O", "C", "O", "C", "S", "S", "C", "C", "C", "H", "H", "H", "H", "H", "H", "H", "H", "H", "H", "H", "H", "H", "H", "H", "H", "H", "H", "H", "H", "H", "H", "H", "H", "H", "H", "H", "H", "H", "H", "H", "H", "H", "H", "H", "H", "H", "H", "H", "H", "H", "H", "H", "H", "H", "H", "Be"], "positions_angstrom": [[-5.02, 2.69, -3.24], [-4.13, 3.84, -3.74], [-2.66, 3.62, -3.42], [-2.43, 3.71, -1.91], [-1.00, 3.79, -1.58], [-0.20, 2.60, -1.97], [0.91, 2.21, -1.00], [1.75, 1.12, -1.66], [2.90, 0.68, -0.74], [2.64, 0.50, 0.71], [1.64, -0.38, 1.17], [0.96, -1.09, 0.22], [1.41, -2.47, 0.11], [1.23, -2.99, -1.30], [-0.07, -2.54, -1.96], [1.44, -4.52, -1.30], [0.19, -5.38, -1.12], [-0.36, -5.36, 0.30], [0.55, -6.86, -1.48], [1.33, -0.52, 2.55], [0.20, -1.45, 2.96], [-0.77, -0.90, 3.99], [-1.88, -1.78, 4.02], [2.10, 0.23, 3.48], [1.93, 0.11, 4.82], [3.12, 1.07, 3.00], [3.38, 1.20, 1.66], [4.50, 2.18, 1.49], [4.78, 2.80, 0.53], [5.14, 2.30, 2.79], [6.14, 1.28, 2.74], [4.09, 1.95, 3.75], [4.03, 2.36, 4.84], [-0.69, 4.37, -0.35], [0.23, 5.69, -0.44], [-1.07, 3.82, 1.25], [-2.57, 2.81, 1.26], [-2.29, 1.35, 0.92], [-3.54, 0.49, 1.01], [-5.88, 2.55, -3.88], [-5.41, 2.90, -2.24], [-4.46, 1.75, -3.19], [-4.48, 4.78, -3.32], [-4.23, 3.89, -4.82], [-2.43, 2.59, -3.72], [-2.02, 4.31, -3.95], [-2.92, 4.60, -1.52], [-2.85, 2.81, -1.47], [-0.89, 1.77, -2.09], [0.23, 2.78, -2.96], [0.44, 1.80, -0.11], [1.57, 3.04, -0.75], [1.14, 0.29, -1.98], [2.22, 1.57, -2.53], [3.76, 1.33, -0.89], [3.15, -0.39, -1.12], [0.91, -3.10, 0.84], [2.48, -2.49, 0.36], [2.05, -2.57, -1.90], [-0.18, -3.07, -2.90], [-0.95, -2.78, -1.36], [-0.05, -1.48, -2.18], [2.10, -4.75, -0.46], [1.97, -4.82, -2.19], [-0.62, -5.08, -1.78], [0.40, -5.69, 1.01], [-0.71, -4.37, 0.60], [-1.21, -6.03, 0.39], [-0.14, -7.28, -2.19], [0.51, -7.47, -0.58], [1.57, -6.92, -1.85], [-0.38, -1.60, 2.06], [0.58, -2.42, 3.26], [-0.34, -0.82, 4.98], [-1.14, 0.08, 3.69], [-2.07, -2.05, 4.92], [1.35, 0.82, 5.14], [5.83, 0.49, 3.22], [-2.89, 2.85, 2.30], [-3.37, 3.24, 0.67], [-1.87, 1.25, -0.08], [-1.50, 1.00, 1.60], [-4.30, 0.89, 0.34], [-3.94, 0.42, 2.01], [-3.31, -0.50, 0.64], [4.36, -0.66, -2.38]]}


(5)
{"formula": "C52H104O29", "method": "the ωB97M-V functional and the def2-TZVPD basis", "gap_ha": 0.3651, "e_lumo_ev": 0.55, "total_charge": 0, "total_energy_ha": -4225.56111, "de_lowest_kcal_mol": 0.0, "symbols": ["C", "C", "O", "C", "O", "O", "C", "H", "H", "H", "H", "H", "H", "H", "H", "C", "C", "O", "C", "O", "O", "C", "H", "H", "H", "H", "H", "H", "H", "H", "C", "C", "O", "C", "O", "O", "C", "H", "H", "H", "H", "H", "H", "H", "H", "C", "C", "O", "C", "O", "O", "C", "H", "H", "H", "H", "H", "H", "H", "H", "C", "C", "O", "C", "O", "O", "C", "H", "H", "H", "H", "H", "H", "H", "H", "C", "C", "O", "C", "O", "O", "C", "H", "H", "H", "H", "H", "H", "H", "H", "C", "C", "O", "C", "O", "O", "C", "H", "H", "H", "H", "H", "H", "H", "H", "C", "C", "O", "C", "O", "O", "C", "H", "H", "H", "H", "H", "H", "H", "H", "C", "C", "C", "O", "C", "H", "H", "H", "H", "H", "H", "H", "H", "C", "C", "C", "O", "C", "H", "H", "H", "H", "H", "H", "H", "H", "C", "C", "C", "O", "C", "H", "H", "H", "H", "H", "H", "H", "H", "C", "C", "C", "O", "C", "H", "H", "H", "H", "H", "H", "H", "H", "C", "C", "C", "O", "C", "H", "H", "H", "H", "H", "H", "H", "H"], "positions_angstrom": [[24.81, -5.42, -12.27], [24.62, -6.92, -12.57], [23.29, -7.26, -13.08], [23.05, -8.60, -13.41], [23.76, -9.53, -13.09], [21.87, -8.65, -14.07], [21.39, -9.90, -14.54], [25.81, -5.29, -11.85], [24.03, -5.06, -11.60], [24.74, -4.88, -13.22], [24.65, -7.47, -11.63], [25.30, -7.20, -13.37], [21.40, -10.03, -15.62], [20.33, -9.92, -14.29], [21.80, -10.79, -14.06], [23.67, -3.56, -8.86], [24.77, -2.71, -8.14], [25.98, -2.73, -8.93], [26.93, -3.72, -8.65], [27.02, -4.31, -7.53], [27.61, -3.96, -9.71], [28.46, -5.01, -9.75], [23.33, -3.25, -9.85], [22.83, -3.68, -8.17], [24.16, -4.53, -9.01], [24.97, -3.02, -7.11], [24.52, -1.65, -8.15], [28.97, -5.09, -8.79], [29.17, -5.02, -10.58], [27.86, -5.91, -9.83], [21.19, -0.71, -8.53], [22.02, 0.38, -7.93], [21.26, 1.60, -7.80], [20.90, 2.41, -8.83], [21.15, 2.22, -10.04], [20.06, 3.36, -8.46], [19.84, 3.77, -7.16], [21.05, -0.47, -9.59], [20.25, -0.86, -7.99], [21.83, -1.59, -8.47], [22.92, 0.57, -8.51], [22.39, 0.20, -6.92], [19.57, 2.98, -6.46], [19.21, 4.66, -7.22], [20.85, 4.00, -6.80], [28.10, -9.14, -7.94], [27.29, -8.87, -9.19], [26.27, -7.92, -8.89], [25.19, -8.27, -8.16], [25.05, -9.37, -7.57], [24.23, -7.39, -8.36], [23.01, -7.57, -7.74], [28.51, -8.21, -7.56], [28.96, -9.79, -8.13], [27.48, -9.67, -7.21], [26.84, -9.77, -9.62], [27.91, -8.46, -9.98], [22.32, -7.13, -8.45], [22.99, -7.12, -6.75], [22.74, -8.63, -7.67], [20.92, 2.40, -18.58], [20.66, 2.70, -17.10], [20.74, 1.53, -16.30], [19.65, 0.72, -16.08], [18.53, 0.86, -16.58], [20.08, -0.37, -15.30], [19.14, -1.45, -15.21], [21.99, 2.25, -18.71], [20.78, 3.22, -19.29], [20.44, 1.47, -18.89], [19.69, 3.16, -16.93], [21.40, 3.43, -16.76], [19.16, -1.99, -16.16], [18.11, -1.17, -14.97], [19.50, -2.06, -14.38], [20.93, 0.70, -3.39], [21.31, -0.69, -2.88], [20.53, -1.61, -3.60], [20.88, -2.18, -4.78], [21.87, -1.88, -5.41], [20.02, -3.14, -5.05], [20.10, -3.81, -6.29], [21.34, 1.52, -2.81], [19.86, 0.86, -3.42], [21.33, 0.87, -4.39], [21.12, -0.68, -1.81], [22.39, -0.86, -2.87], [19.09, -4.18, -6.50], [20.68, -4.73, -6.25], [20.39, -3.32, -7.21], [12.85, -1.82, -12.95], [14.39, -2.01, -13.36], [15.24, -1.14, -12.52], [16.56, -1.47, -12.32], [17.22, -2.45, -12.63], [17.09, -0.38, -11.75], [18.51, -0.54, -11.32], [12.18, -2.27, -13.68], [12.52, -0.78, -12.94], [12.71, -2.29, -11.98], [14.54, -1.80, -14.42], [14.76, -3.04, -13.35], [19.13, -0.68, -12.20], [18.63, -1.36, -10.61], [18.84, 0.37, -10.81], [23.22, -0.44, -17.25], [22.21, -1.43, -17.79], [22.33, -2.54, -16.95], [21.51, -3.59, -17.02], [20.59, -3.81, -17.79], [21.82, -4.35, -16.06], [20.88, -5.22, -15.41], [23.28, 0.40, -17.94], [24.21, -0.87, -17.13], [22.85, -0.10, -16.28], [22.41, -1.78, -18.80], [21.19, -1.05, -17.76], [20.13, -5.73, -16.01], [20.20, -4.66, -14.77], [21.41, -5.99, -14.84], [16.05, -3.22, -9.31], [17.04, -3.97, -8.41], [16.36, -5.37, -8.31], [15.55, -5.45, -9.49], [15.74, -4.31, -10.31], [16.50, -2.31, -9.72], [15.16, -2.99, -8.72], [17.27, -3.57, -7.42], [17.99, -4.08, -8.93], [15.53, -5.37, -7.60], [17.08, -6.18, -8.27], [14.85, -4.10, -10.91], [16.59, -4.49, -10.97], [19.71, -4.45, -11.86], [20.08, -5.92, -11.70], [19.85, -6.21, -10.22], [20.11, -4.93, -9.62], [20.30, -3.86, -10.56], [18.62, -4.39, -11.80], [20.00, -3.85, -12.71], [21.13, -6.04, -12.00], [19.53, -6.62, -12.34], [20.40, -7.08, -9.88], [18.78, -6.37, -10.04], [21.38, -3.74, -10.61], [19.82, -2.95, -10.21], [23.59, -0.29, -13.28], [23.62, -1.73, -13.70], [22.28, -2.18, -13.05], [22.24, -1.52, -11.79], [23.06, -0.36, -11.75], [22.89, 0.20, -13.96], [24.51, 0.30, -13.37], [24.52, -2.24, -13.35], [23.54, -1.83, -14.78], [22.22, -3.27, -13.06], [21.49, -1.75, -13.66], [23.85, -0.53, -11.02], [22.50, 0.55, -11.59], [16.47, -8.50, -11.40], [15.50, -9.49, -11.98], [15.37, -10.51, -10.84], [16.64, -10.55, -10.25], [17.22, -9.26, -10.26], [15.88, -7.71, -10.95], [17.15, -8.13, -12.17], [15.94, -9.91, -12.88], [14.50, -9.12, -12.20], [15.21, -11.49, -11.29], [14.56, -10.25, -10.16], [18.29, -9.15, -10.39], [16.99, -8.83, -9.28], [19.31, -10.64, -6.84], [19.60, -9.37, -6.11], [19.58, -8.33, -7.21], [19.88, -8.97, -8.41], [19.98, -10.39, -8.19], [18.24, -10.79, -7.03], [19.66, -11.58, -6.41], [20.63, -9.39, -5.76], [18.94, -9.15, -5.27], [20.26, -7.50, -7.01], [18.60, -7.87, -7.22], [21.05, -10.56, -8.09], [19.63, -11.02, -9.01]]}


(6)
{"formula": "C21H21ClN2O3S", "method": "the ωB97M-V functional and the def2-TZVPD basis", "gap_ha": 0.3061, "e_lumo_ev": 0.53, "total_charge": 0, "total_energy_ha": -2006.32346, "de_lowest_kcal_mol": 95.8, "symbols": ["O", "Cl", "O", "O", "S", "C", "C", "C", "C", "C", "C", "C", "C", "C", "C", "C", "C", "C", "C", "C", "C", "C", "N", "N", "C", "C", "C", "C", "H", "H", "H", "H", "H", "H", "H", "H", "H", "H", "H", "H", "H", "H", "H", "H", "H", "H", "H", "H", "H"], "positions_angstrom": [[-0.09, 4.04, 0.68], [1.16, -6.12, 5.33], [-1.72, 4.56, 2.16], [0.19, -2.47, 1.81], [-3.25, 6.03, -2.13], [-1.19, 4.56, 0.99], [-2.91, 7.22, -0.85], [-2.08, 6.79, 0.09], [-1.77, 5.36, 0.03], [-2.34, 4.88, -1.18], [-3.62, 1.52, -2.80], [3.61, -5.93, 2.11], [3.15, -6.17, 3.44], [-3.58, 2.76, -2.09], [-2.39, 0.80, -2.84], [-1.23, 2.75, -2.05], [2.93, -5.03, 1.29], [1.25, -4.66, 3.03], [1.98, -5.62, 3.86], [-2.40, 3.47, -1.81], [-1.08, 1.38, -2.53], [1.87, -4.23, 1.76], [0.19, 0.78, -2.49], [1.75, -0.96, -0.19], [0.18, -0.64, -2.08], [1.61, -1.02, -1.64], [2.35, -2.10, 0.62], [1.21, -3.09, 1.01], [-1.07, 4.21, 2.71], [0.67, -2.13, 2.66], [-3.40, 8.19, -0.86], [-1.83, 7.41, 0.94], [-4.59, 1.01, -2.84], [4.42, -6.55, 1.70], [3.65, -6.93, 3.94], [-4.55, 3.26, -1.94], [-2.43, -0.20, -3.04], [-0.29, 3.33, -1.91], [3.31, -4.80, 0.26], [0.37, -4.17, 3.33], [0.87, 1.40, -2.04], [0.81, -0.70, 0.23], [0.03, -1.17, -2.95], [-0.57, -0.85, -1.36], [1.90, -2.03, -1.88], [2.33, -0.36, -2.11], [2.97, -2.66, 0.01], [2.84, -1.66, 1.54], [0.79, -3.45, 0.08]]}